17
Properties=species:S:1:pos:R:3 method="wB97M-V/def2-TZVPD" max_force_ha_per_bohr=0.0725 energy_ha=-251.75850 e_above_lowest_kj_mol=273.1 homo_ev=-9.13 orbital_gap_ha=0.3687 e_lumo_ev=0.9
C 2.30658 -0.31522 1.08466
C 1.90332 -0.20372 -0.05297
N 1.78783 -0.26113 -1.42784
H 2.29087 -0.38174 2.13663
H 1.41477 0.58687 -1.84520
H 2.68197 -0.41864 -1.88541
C -1.30634 -1.08106 0.68364
C -1.06620 -0.04793 -0.40883
C -0.99279 1.36734 0.15331
H -2.14417 -0.80840 1.32742
H -1.51568 -2.06254 0.25910
H -0.42248 -1.16077 1.31594
H -1.91885 -0.08503 -1.10125
H -0.12449 -0.30964 -1.14497
H -0.92026 2.10510 -0.64639
H -1.86224 1.61722 0.76296
H -0.11185 1.45929 0.78921